{"formula": "C29H40BaN4O6Si", "method": "ωB97M-V/def2-TZVPD", "symbols": ["Ba", "C", "C", "C", "N", "C", "C", "C", "C", "C", "C", "C", "N", "C", "C", "C", "N", "C", "C", "C", "C", "C", "C", "C", "N", "C", "C", "H", "H", "H", "H", "H", "H", "H", "H", "H", "H", "H", "H", "H", "H", "H", "H", "H", "H", "H", "H", "H", "H", "H", "H", "H", "H", "O", "C", "O", "C", "O", "C", "C", "O", "O", "H", "H", "H", "H", "H", "C", "Si", "C", "C", "O", "H", "H", "H", "H", "H", "H", "H", "H", "H"], "coordinates": [[0.759183, -0.329061, 0.393689], [-3.259045, 1.205720, 0.164317], [-2.872233, 1.934077, 1.461955], [-1.446031, 1.639978, 1.969326], [-1.148798, 0.229819, 1.887736], [-1.493365, -0.612334, 2.814657], [-1.911156, -0.258125, 4.135867], [-2.500478, -0.986146, 5.146341], [-3.019970, -2.278972, 5.132259], [-2.938236, -3.162477, 4.058028], [-2.211184, -3.065357, 2.893622], [-1.308233, -2.050483, 2.418366], [-0.367299, -2.264462, 1.550991], [0.038155, -3.616353, 1.227299], [-0.320137, -4.025228, -0.210993], [0.628038, -3.427128, -1.264415], [0.360912, -2.024473, -1.503921], [-0.501868, -1.710304, -2.429509], [-1.287937, -2.624220, -3.195127], [-1.902170, -2.454953, -4.428586], [-1.811303, -1.408326, -5.332658], [-1.162785, -0.182595, -5.096704], [-0.717620, 0.334277, -3.912820], [-0.758261, -0.242526, -2.585245], [-0.908144, 0.404719, -1.481101], [-1.339395, 1.787343, -1.484191], [-2.833290, 1.894544, -1.136343], [-4.347336, 1.087363, 0.146810], [-2.821743, 0.207418, 0.182514], [-3.573367, 1.635227, 2.247544], [-2.978144, 3.016408, 1.321301], [-1.352901, 2.056424, 2.980154], [-0.718254, 2.159546, 1.339180], [-1.667724, 0.765006, 4.400474], [-2.633837, -0.445993, 6.080899], [-3.553090, -2.610879, 6.017171], [-3.505541, -4.084620, 4.168889], [-2.320664, -3.904815, 2.216226], [-0.382729, -4.352024, 1.921709], [1.130080, -3.651001, 1.331237], [-1.342029, -3.698334, -0.424454], [-0.286459, -5.118582, -0.285278], [0.565027, -4.011913, -2.194523], [1.646448, -3.520277, -0.879413], [-1.443374, -3.595410, -2.739689], [-2.485946, -3.307939, -4.767979], [-2.259664, -1.552507, -6.310422], [-1.055940, 0.464082, -5.964760], [-0.296461, 1.332776, -3.952208], [-1.197218, 2.285904, -2.449218], [-0.736978, 2.323736, -0.751664], [-3.397994, 1.446617, -1.962083], [-3.095690, 2.958820, -1.096900], [5.403631, -2.871354, -1.390302], [4.304634, -2.470034, -0.695263], [3.833279, -3.134144, 0.182340], [3.798350, -1.142334, -1.224119], [3.027623, -0.427844, -0.319524], [3.770150, 0.303210, 0.673320], [3.398393, -0.160639, 2.115222], [4.254715, 0.046558, 2.985262], [2.241581, -0.642584, 2.220325], [5.650069, -3.738620, -1.050098], [4.665653, -0.577296, -1.580026], [3.156145, -1.372621, -2.081834], [4.844583, 0.214768, 0.507603], [3.467237, 1.351144, 0.592866], [0.337269, 4.893489, 0.749075], [1.682239, 3.894673, -0.186602], [3.329434, 4.490477, 0.588278], [1.644006, 4.707025, -1.925094], [1.478139, 2.343568, -0.172123], [0.556315, 5.966305, 0.753998], [0.259578, 4.559160, 1.788452], [-0.644077, 4.753375, 0.282939], [3.327897, 5.566504, 0.791045], [4.181653, 4.271533, -0.062564], [3.493875, 3.971597, 1.537555], [1.758310, 5.794907, -1.864363], [0.686304, 4.496683, -2.412013], [2.437159, 4.320545, -2.572743]], "atomic_forces_ev_per_a": [[-0.9, 2.2, -0.8], [0.1, 0.2, 0.0], [0.1, -0.2, -0.1], [-0.1, 0.0, 0.1], [-1.5, 0.0, 1.1], [-0.2, 0.2, -0.1], [0.1, 0.2, 0.2], [-0.1, -0.1, -0.2], [-0.1, 0.0, 0.2], [0.1, 0.1, 0.0], [-0.2, -0.1, 0.0], [0.2, -0.3, -0.1], [-0.8, -1.0, 0.9], [-0.2, -0.1, -0.1], [0.1, 0.1, 0.0], [-0.3, -0.1, -0.1], [-0.2, -0.7, -1.0], [0.2, -0.2, -0.1], [-0.2, -0.2, 0.0], [0.2, 0.2, 0.0], [-0.1, -0.1, -0.2], [-0.1, -0.1, 0.2], [0.1, 0.1, -0.3], [-0.2, 0.2, 0.2], [-0.9, 0.1, -1.1], [-0.2, 0.2, -0.1], [0.1, -0.2, 0.0], [0.0, 0.0, 0.0], [-0.1, -0.1, 0.0], [0.0, 0.0, 0.0], [0.0, 0.0, 0.1], [0.1, 0.1, -0.1], [0.1, 0.1, 0.1], [0.0, 0.0, 0.0], [0.0, 0.0, 0.0], [0.0, 0.0, 0.0], [0.0, 0.0, 0.0], [0.0, 0.0, 0.0], [0.1, 0.0, 0.0], [0.0, 0.0, 0.0], [0.0, -0.1, 0.0], [0.0, 0.0, 0.0], [0.0, 0.0, 0.0], [0.0, 0.0, 0.0], [0.0, 0.0, 0.0], [0.0, 0.0, 0.0], [0.0, 0.0, 0.0], [0.0, 0.0, 0.0], [0.0, 0.0, 0.0], [0.1, 0.0, 0.1], [0.1, 0.0, -0.1], [0.0, 0.0, 0.0], [0.0, 0.0, 0.0], [0.0, 0.2, -0.2], [0.0, -0.1, 0.2], [0.0, 0.1, 0.0], [0.0, 0.0, -0.2], [2.6, -0.3, -0.9], [0.2, 0.1, 0.7], [0.4, 0.0, -0.1], [-0.1, 0.0, -0.1], [1.4, -0.3, 1.6], [-0.1, -0.2, 0.1], [-0.1, 0.1, 0.0], [0.1, 0.0, 0.0], [0.0, -0.1, 0.0], [0.0, 0.0, -0.2], [0.1, -0.2, 0.0], [0.1, 1.0, 0.0], [-0.1, -0.1, 0.0], [0.0, -0.1, 0.1], [0.0, -0.5, 0.1], [0.0, 0.0, 0.0], [0.0, 0.0, 0.0], [0.0, 0.0, 0.0], [0.0, 0.0, 0.0], [0.0, 0.0, 0.0], [0.0, 0.0, 0.0], [0.0, 0.0, 0.0], [0.0, 0.0, 0.0], [0.0, 0.0, 0.0]], "lowdin_charge": [2.171, -0.209, -0.170, -0.244, -0.177, -0.251, -0.044, -0.142, -0.176, -0.148, -0.058, -0.244, -0.125, -0.238, -0.170, -0.254, -0.128, -0.273, -0.063, -0.150, -0.178, -0.145, -0.048, -0.258, -0.081, -0.241, -0.180, 0.097, 0.095, 0.099, 0.101, 0.099, 0.068, 0.084, 0.086, 0.065, 0.085, 0.084, 0.094, 0.113, 0.109, 0.102, 0.101, 0.085, 0.077, 0.084, 0.064, 0.085, 0.092, 0.095, 0.060, 0.104, 0.102, 0.088, -0.475, 0.131, -0.135, -0.404, -0.122, -0.702, -0.028, -0.268, 0.113, 0.136, 0.146, 0.125, 0.095, -0.193, 0.182, -0.196, -0.195, -0.482, 0.007, 0.014, 0.008, 0.005, 0.009, 0.017, 0.006, 0.004, 0.008], "spin_multiplicity": 1, "homo_lumo_gap_ev": 5.47, "total_charge": -2, "max_force_ha_per_bohr": 0.053, "homo_ev": -1.5}